Formula: C32H36BNO2S
Source: the OMol25 dataset
Level of theory: the ωB97M-V functional and the def2-TZVPD basis

Properties
Lowest unoccupied orbital energy in eV: -1.635
Orbital gap in eV: 5.1

The geometry in ORCA input format:
```
! wB97M-V def2-TZVPD RIJCOSX def2/J DEFGRID3
* xyz 0 1
C -3.466 4.355 2.084
C -2.259 3.484 2.139
C -1.735 3.073 3.376
C -0.706 2.143 3.441
C -0.160 1.607 2.255
B 1.298 0.804 2.354
C 2.081 2.214 2.781
C 2.463 2.667 4.016
C 3.541 3.611 3.930
C 3.911 3.931 2.643
C 4.989 4.795 2.138
S 2.841 3.133 1.520
O 1.569 -0.179 3.362
C 2.617 -1.044 2.882
C 3.801 -1.081 3.877
C 2.073 -2.489 2.808
C 3.045 -0.415 1.478
C 4.373 0.336 1.542
C 3.144 -1.365 0.295
O 1.952 0.468 1.115
C -0.652 2.025 1.002
C -1.721 2.918 0.975
H -3.458 5.027 1.231
H -4.364 3.740 2.027
H -3.548 4.981 2.968
H -2.162 3.466 4.304
H -0.304 1.819 4.403
H 1.996 2.373 4.950
H 4.044 4.046 4.786
H 5.478 5.219 3.010
H 5.737 4.237 1.574
H 4.595 5.581 1.498
H 4.457 -1.973 3.702
H 4.417 -0.163 3.826
H 3.495 -1.156 4.938
H 2.885 -3.187 2.596
H 1.658 -2.723 3.786
H 1.253 -2.650 2.109
H 5.218 -0.378 1.622
H 4.489 0.912 0.618
H 4.448 1.065 2.353
H 3.782 -2.234 0.506
H 2.151 -1.710 -0.008
H 3.573 -0.794 -0.542
H -0.205 1.619 0.090
H -2.153 3.189 0.018
C -1.403 -0.946 3.771
C -1.225 -0.372 2.408
N -2.399 -0.299 1.655
C -2.750 -0.960 0.457
C -2.119 -2.082 -0.072
C -2.822 -2.820 -1.045
C -4.107 -2.429 -1.494
C -4.746 -1.318 -0.921
C -4.072 -0.614 0.077
C -4.577 0.279 1.092
C -3.580 0.346 2.104
C -3.817 0.946 3.328
C -5.020 1.661 3.475
C -6.020 1.611 2.478
C -5.817 0.896 1.297
H -0.626 -1.725 3.883
H -1.381 -0.240 4.619
H -2.379 -1.448 3.866
H -0.387 -0.840 1.838
H -1.141 -2.353 0.334
H -2.356 -3.728 -1.430
H -4.597 -3.001 -2.278
H -5.756 -0.991 -1.181
H -3.063 0.877 4.098
H -5.186 2.228 4.388
H -6.973 2.125 2.672
H -6.602 0.789 0.542
*
```